w | {
  "formula": "C3H11NO3",
  "method": "ωB97M-V/def2-TZVPD",
  "elements": ["C", "C", "N", "C", "O", "H", "H", "H", "H", "H", "H", "H", "O", "H", "H", "O", "H", "H"],
  "xyz": [[-1.50795, 0.16133, 3.19862], [-0.32852, -0.76560, 2.84751], [-0.08826, -0.83994, 1.42879], [-0.31966, 0.13894, 0.52795], [0.07405, 0.05664, -0.61862], [-1.88081, -0.02451, 4.20527], [-1.19272, 1.19960, 3.12492], [-2.36005, -0.02391, 2.53038], [-0.57649, -1.76252, 3.21373], [0.52734, -0.39862, 3.40764], [0.45123, -1.56138, 0.97807], [-0.87720, 1.01097, 0.88109], [1.06289, -1.84016, -5.92591], [1.18179, -2.77816, -6.10195], [1.59394, -1.66166, -5.14000], [0.81870, 2.91457, -0.24391], [0.69625, 2.23185, -0.92178], [0.93815, 3.71947, -0.75882]],
  "e_lumo_ev": 0.89,
  "homo_lumo_gap_ha": 0.3904,
  "smiles": "CCNC=O.O.O",
  "homo_energy_ev": -9.73
}

=====

x | {
  "formula": "C3H11NO3",
  "method": "ωB97M-V/def2-TZVPD",
  "elements": ["C", "N", "C", "C", "O", "H", "H", "H", "H", "H", "H", "H", "O", "H", "H", "O", "H", "H"],
  "xyz": [[-0.86574, 1.02927, -1.91298], [-0.15914, 0.20563, -0.96572], [1.06996, -0.39222, -1.38103], [1.65255, -1.31700, -0.33241], [1.56155, -1.08301, 0.83945], [-0.15273, 1.58300, -2.50959], [-1.54591, 0.54965, -2.62448], [-1.43173, 1.80088, -1.39466], [-0.76292, -0.47534, -0.53998], [1.85883, 0.32126, -1.62996], [0.98986, -1.02920, -2.28814], [2.16897, -2.23065, -0.66894], [-0.47013, 2.17197, 1.27881], [-0.18010, 2.83161, 0.63251], [-0.26516, 1.33758, 0.82264], [-1.97994, -1.12774, 2.10194], [-2.66173, -0.50011, 1.83112], [-2.03071, -1.04007, 3.06213]],
  "e_lumo_ev": 0.74,
  "homo_lumo_gap_ha": 0.3701,
  "smiles": "CNCC=O.O.O",
  "homo_energy_ev": -9.33
}

=====

Which structure loses on stability? x does.

=====

w | {
  "formula": "C3H11NO3",
  "method": "ωB97M-V/def2-TZVPD",
  "elements": ["C", "C", "N", "C", "O", "H", "H", "H", "H", "H", "H", "H", "O", "H", "H", "O", "H", "H"],
  "xyz": [[-0.38864, 1.86458, 1.96902], [-0.17595, 1.96512, 0.45595], [0.24049, 0.71482, -0.15850], [1.49019, 0.52234, -0.61359], [2.01219, -0.57491, -0.73812], [-0.48013, 2.82979, 2.45414], [-1.25734, 1.24749, 2.18526], [0.51321, 1.39033, 2.36810], [0.63359, 2.68832, 0.32051], [-1.11458, 2.26915, -0.02402], [-0.43196, -0.01532, 0.05034], [1.85261, 1.43432, -1.12469], [-0.10842, -1.94570, -1.38339], [0.82653, -1.80522, -1.13941], [-0.05280, -2.09374, -2.31013], [-2.36933, -1.78198, 0.34593], [-1.71471, -2.21404, -0.22274], [-2.59874, -2.38162, 1.06247]],
  "e_lumo_ev": 0.92,
  "homo_lumo_gap_ha": 0.3959,
  "smiles": "CCNC=O.O.O",
  "homo_energy_ev": -9.85
}

=====

x | {
  "formula": "C3H11NO3",
  "method": "ωB97M-V/def2-TZVPD",
  "elements": ["C", "C", "C", "N", "O", "H", "H", "H", "H", "H", "H", "H", "O", "H", "H", "O", "H", "H"],
  "xyz": [[1.48824, 0.46968, 1.89851], [0.28642, 0.41376, 0.92665], [0.76121, 0.14194, -0.47054], [0.78057, 1.20092, -1.38572], [1.11711, -0.96825, -0.78443], [1.96472, -0.48898, 2.04876], [1.13295, 0.81771, 2.86224], [2.19475, 1.19655, 1.49357], [-0.35745, -0.43112, 1.17749], [-0.32960, 1.29722, 1.11308], [0.60829, 2.08085, -0.91303], [1.66995, 1.24843, -1.87281], [-2.95967, 0.32448, -0.62874], [-2.67841, 0.21357, 0.29180], [-2.60842, -0.49188, -1.03190], [-1.28858, -2.24423, -1.28563], [-0.34246, -2.02193, -1.35218], [-1.43960, -2.75870, -2.08711]],
  "e_lumo_ev": 0.70,
  "homo_lumo_gap_ha": 0.4069,
  "smiles": "CCC(N)=O.O.O",
  "homo_energy_ev": -10.37
}

=====

y | {
  "formula": "C3H11NO3",
  "method": "ωB97M-V/def2-TZVPD",
  "elements": ["C", "N", "C", "C", "O", "H", "H", "H", "H", "H", "H", "H", "O", "H", "H", "O", "H", "H"],
  "xyz": [[0.40327, -0.62169, -0.58193], [1.48373, -0.86788, 0.40935], [1.55622, -0.42431, 1.74750], [0.47669, 0.49373, 2.08795], [2.61267, -0.74218, 2.25918], [0.30114, -1.51118, -1.21826], [0.85030, -0.01214, -1.28407], [-0.61807, -0.54455, -0.24499], [2.22245, -1.46743, 0.16074], [0.23799, 0.60593, 3.09795], [0.48996, 1.41858, 1.73372], [-0.43180, 0.02596, 1.64356], [-2.80345, -2.85930, -5.56975], [-2.53124, -2.86053, -4.71143], [-2.35344, -2.26219, -6.01349], [-0.88486, 3.98785, 1.88163], [-0.93403, 4.11095, 2.79438], [-0.07751, 3.53039, 1.80798]],
  "e_lumo_ev": 0.40,
  "homo_lumo_gap_ha": 0.3614,
  "smiles": "CNC(C)=O.O.O",
  "homo_energy_ev": -9.43
}

=====

z | {
  "formula": "C3H11NO3",
  "method": "ωB97M-V/def2-TZVPD",
  "elements": ["C", "N", "C", "C", "O", "H", "H", "H", "H", "H", "H", "H", "O", "H", "H", "O", "H", "H"],
  "xyz": [[1.78349, 1.24369, -0.51879], [0.65093, 0.88117, -1.40600], [-0.36366, 1.92039, -1.52528], [0.28416, -0.42336, -1.33530], [0.75047, -1.21751, -0.52594], [2.67554, 0.75288, -0.90780], [1.66452, 0.74465, 0.45106], [1.82018, 2.29368, -0.35905], [-0.89056, 1.81169, -2.46525], [0.05544, 2.89813, -1.32620], [-1.06354, 1.85839, -0.68113], [-0.26439, -0.88875, -2.16185], [-2.75063, -2.77012, 2.18045], [-1.87218, -2.39421, 2.02628], [-3.13723, -2.12606, 2.78519], [-0.00160, -1.26440, 2.14302], [0.41261, -2.09189, 2.42818], [0.24647, -1.22837, 1.19842]],
  "e_lumo_ev": 0.68,
  "homo_lumo_gap_ha": 0.3896,
  "smiles": "CN(C)C=O.O.O",
  "homo_energy_ev": -9.92
}

=====

Which structure loses on stability? y does.

=====

w | {
  "formula": "C3H11NO3",
  "method": "ωB97M-V/def2-TZVPD",
  "elements": ["C", "C", "N", "C", "O", "H", "H", "H", "H", "H", "H", "H", "O", "H", "H", "O", "H", "H"],
  "xyz": [[2.01478, 2.36733, 0.62968], [1.16937, 2.01610, -0.60110], [0.02299, 1.02803, -0.47361], [0.16943, 0.03292, -1.46940], [-0.53329, 0.02593, -2.48720], [1.56955, 2.57670, 1.70259], [2.86321, 1.61905, 0.70080], [2.51555, 3.40104, 0.47584], [1.84094, 1.42929, -1.27079], [0.86999, 2.99270, -0.94016], [-0.82066, 1.54966, -0.40958], [1.17510, -0.42864, -1.38256], [-0.66330, -2.33439, 0.49192], [-1.25360, -2.14871, 1.32079], [0.13325, -1.92520, 0.83933], [-3.53073, -3.76083, 0.75399], [-3.08313, -4.55839, 1.04166], [-4.45945, -3.88259, 1.07780]],
  "e_lumo_ev": 0.80,
  "homo_lumo_gap_ha": 0.3787,
  "smiles": "CCNC=O.O.O",
  "homo_energy_ev": -9.51
}

=====

x | {
  "formula": "C3H11NO3",
  "method": "ωB97M-V/def2-TZVPD",
  "elements": ["C", "C", "N", "C", "H", "H", "H", "H", "H", "O", "H", "H", "O", "H", "H", "O", "H", "H"],
  "xyz": [[1.96764, 0.89953, 0.02179], [0.65098, 1.12803, 0.06762], [-0.07957, 2.25090, 0.46535], [-0.14982, 3.26670, -0.29402], [2.61440, 1.65497, 0.44939], [2.32777, -0.01235, -0.42277], [-0.02351, 0.26908, 0.07809], [-0.93266, 3.98528, -0.09173], [0.60146, 3.34745, -1.08252], [1.80749, -3.40202, -1.37595], [2.23365, -4.24611, -1.33721], [2.09799, -2.89207, -2.13725], [-2.68252, 0.73485, 1.17053], [-1.83868, 1.21062, 1.10633], [-2.65772, 0.46965, 2.10622], [-1.28704, -3.09610, 0.10776], [-0.60472, -3.32284, -0.52914], [-0.91328, -2.31802, 0.55005]],
  "e_lumo_ev": 0.45,
  "homo_lumo_gap_ha": 0.3661,
  "smiles": "C=CN=C.O.O.O",
  "homo_energy_ev": -9.51
}

=====

Which structure loses on stability? x does.

=====

w | {
  "formula": "C6H12N",
  "method": "ωB97M-V/def2-TZVPD",
  "elements": ["C", "C", "C", "C", "C", "C", "N", "H", "H", "H", "H", "H", "H", "H", "H", "H", "H", "H", "H"],
  "xyz": [[-1.64639, 0.48805, -0.95518], [-0.16251, 0.98736, -1.06555], [0.86608, -0.08427, -0.77005], [0.78495, -0.78656, 0.63729], [0.57883, -2.22064, 0.69103], [1.05275, 0.32006, 1.51913], [-0.38350, 0.29403, 1.51356], [-2.24679, 0.74708, -1.84249], [-1.62854, -0.59443, -0.74798], [-2.15928, 1.04350, -0.06204], [0.25224, 1.33785, -2.07813], [-0.10293, 1.92715, -0.38092], [0.87935, -0.84201, -1.54049], [1.82521, 0.50393, -0.81193], [0.60141, -2.95731, -0.11100], [0.74685, -2.68581, 1.63257], [1.55624, 0.28577, 2.46651], [0.13719, 2.76048, -0.09804], [-0.95114, -0.52422, 2.00370]],
  "total_charge": 1,
  "e_lumo_ev": -7.05,
  "homo_lumo_gap_ha": 0.1897,
  "homo_energy_ev": -12.22
}

=====

x | {
  "formula": "C6H12N",
  "method": "ωB97M-V/def2-TZVPD",
  "elements": ["C", "C", "C", "C", "N", "C", "C", "H", "H", "H", "H", "H", "H", "H", "H", "H", "H", "H", "H"],
  "xyz": [[1.19887, 2.34297, 0.84376], [0.59705, 1.25818, 1.22190], [1.17019, -0.14317, 0.91465], [0.37913, -0.63091, -0.26803], [0.73300, 0.06298, -1.31734], [-0.84566, -1.40047, 0.01008], [-2.03955, -1.22389, -0.98649], [0.79904, 3.28742, 0.99062], [1.98688, 2.36971, 0.12507], [-0.31392, 1.24262, 1.82934], [2.30929, 0.08727, 0.82892], [1.01298, -0.95512, 1.67852], [1.35879, 0.86226, -1.29461], [0.20370, 0.06670, -2.19776], [-0.47492, -2.37141, 0.16729], [-1.15270, -1.11643, 1.08836], [-2.96226, -1.57803, -0.59444], [-1.90065, -1.95300, -1.78689], [-2.05926, -0.20769, -1.25295]],
  "total_charge": 1,
  "e_lumo_ev": -4.68,
  "homo_lumo_gap_ha": 0.3616,
  "smiles": "C=CCC(=[NH2+])CC",
  "homo_energy_ev": -14.52
}

=====

y | {
  "formula": "C6H12N",
  "method": "ωB97M-V/def2-TZVPD",
  "elements": ["C", "C", "N", "C", "C", "C", "C", "H", "H", "H", "H", "H", "H", "H", "H", "H", "H", "H", "H"],
  "xyz": [[1.48450, -0.00779, -1.77915], [0.23396, -0.35899, -0.96822], [-0.58903, 0.78235, -0.49592], [-1.22708, 0.10005, 0.70593], [-2.02984, -1.07922, 0.48126], [0.25574, 0.02667, 0.49318], [1.29247, 0.65967, 1.44781], [1.78520, 1.05824, -1.77132], [1.11461, -0.05839, -2.77563], [2.30100, -0.74967, -1.48245], [-0.39028, -1.15689, -1.32839], [-0.30893, 1.76120, -0.72388], [-1.54933, 0.66740, 1.54599], [-2.71462, -0.99555, -0.31863], [-2.80897, -1.17210, 1.35198], [-1.50643, -1.99733, 0.30836], [2.15432, 0.01970, 1.74467], [0.78808, 0.87254, 2.43470], [1.71462, 1.62809, 1.12969]],
  "total_charge": 1,
  "e_lumo_ev": -2.87,
  "homo_lumo_gap_ha": 0.4780,
  "smiles": "C[C@@H]1[N@H+]2[C@@H](C)[C@@]12C",
  "homo_energy_ev": -15.87
}

=====

z | {
  "formula": "C6H12N",
  "method": "ωB97M-V/def2-TZVPD",
  "elements": ["C", "C", "C", "C", "C", "C", "N", "H", "H", "H", "H", "H", "H", "H", "H", "H", "H", "H", "H"],
  "xyz": [[0.41633, -0.58767, -0.16047], [0.28355, 0.10304, 1.41793], [-0.58243, -0.43519, 2.43234], [-2.08695, -0.43250, 2.25364], [1.17911, -0.83227, -2.31495], [0.66037, 1.44863, -1.56766], [0.65382, 0.03511, -1.24293], [1.31487, -0.04365, 1.53500], [-0.15460, 0.98128, 0.92893], [-0.14741, -1.02009, 3.13530], [-2.43658, 0.58473, 2.26924], [-2.40023, -1.07220, 3.00786], [-2.34824, -0.72730, 1.24776], [0.53037, -1.69761, -2.55824], [1.12478, -0.27109, -3.22424], [2.11386, -1.25531, -2.14087], [0.17208, 1.94199, -0.75537], [1.59118, 1.87543, -1.83011], [0.11612, 1.40466, -2.43318]],
  "total_charge": 1,
  "e_lumo_ev": [-5.68, -4.75],
  "homo_lumo_gap_ha": [0.2599, 0.3290],
  "homo_energy_ev": [-12.75, -13.70]
}

=====

Which structure loses on stability? w does.

=====

w | {
  "formula": "C2H6N4",
  "method": "ωB97M-V/def2-TZVPD",
  "elements": ["C", "C", "N", "N", "N", "N", "H", "H", "H", "H", "H", "H"],
  "xyz": [[-0.36767, 0.86240, 0.30481], [-1.07426, -0.38189, -0.22473], [1.73382, 0.10330, -0.78383], [1.04988, 0.61822, 0.35669], [1.47427, -0.59945, 0.49651], [-0.33042, -1.55224, 0.02489], [-0.51148, 1.63745, -0.49399], [-0.61326, 1.32224, 1.32743], [-2.13430, -0.39440, 0.20712], [-1.37279, -0.25237, -1.27604], [2.60933, 0.57425, -0.94895], [-0.46310, -1.93752, 1.01008]],
  "e_lumo_ev": [0.28, 0.32],
  "homo_lumo_gap_ha": [0.3355, 0.3443],
  "homo_energy_ev": [-8.85, -9.05]
}

=====

x | {
  "formula": "C2H6N4",
  "method": "ωB97M-V/def2-TZVPD",
  "elements": ["C", "C", "N", "N", "N", "N", "H", "H", "H", "H", "H", "H"],
  "xyz": [[-3.05123, -0.22941, -0.91799], [0.24064, 0.05167, 0.22960], [-2.54810, 0.45785, -0.11540], [-0.05002, 1.28061, 0.43305], [-0.20718, -0.88725, 1.17325], [1.03431, -0.44177, -0.76966], [-1.83470, 1.02987, 0.11212], [0.32663, 2.12285, 0.03939], [-1.21614, -0.81407, 1.45322], [0.16954, -1.81746, 0.89122], [1.33911, 0.34361, -1.43458], [0.96568, -1.41456, -1.16528]],
  "e_lumo_ev": 0.68,
  "homo_lumo_gap_ha": 0.3685,
  "homo_energy_ev": -9.35
}

=====

Which structure loses on stability? w does.

=====

w | {
  "formula": "C3H4I2O",
  "method": "ωB97M-V/def2-TZVPD",
  "elements": ["C", "C", "C", "O", "I", "I", "H", "H", "H", "H"],
  "xyz": [[-0.50791, 0.61622, -0.45133], [0.39788, -0.36101, -0.69610], [1.27811, -0.83889, 0.28593], [1.18482, -0.42589, 1.53512], [3.60327, 1.85439, -0.03716], [2.60770, -2.39813, -0.16651], [-1.15617, 0.97378, -1.22947], [-0.58637, 1.06830, 0.52147], [0.48276, -0.79431, -1.68170], [1.95675, -0.64152, 2.08055]],
  "e_lumo_ev": [-2.72, -2.72],
  "homo_lumo_gap_ha": [0.1667, 0.1669],
  "homo_energy_ev": [-7.26, -7.26]
}

=====

x | {
  "formula": "C3H4I2O",
  "method": "ωB97M-V/def2-TZVPD",
  "elements": ["C", "C", "C", "O", "I", "I", "H", "H", "H", "H"],
  "xyz": [[0.66211, -0.21392, -1.33275], [0.14652, -0.86513, -0.22979], [-1.23267, -1.01560, 0.13762], [-0.89837, 0.31837, 2.08783], [1.69301, -1.64217, 0.96896], [-2.80080, 0.04260, -0.75682], [1.69749, -0.20764, -1.46530], [-0.16525, 0.29412, -1.95654], [-1.55146, -1.97543, 0.47310], [-1.50790, 1.10662, 1.92229]],
  "e_lumo_ev": [-1.93, -1.93],
  "homo_lumo_gap_ha": [0.2615, 0.2614],
  "homo_energy_ev": [-9.04, -9.04]
}

=====

Which structure loses on stability? x does.